# 1
Here is C23H39AsN5O3PPtS2 as an isolated structure at a distorted geometry from the Open Molecules 2025 dataset. Energies are from ωB97M-V with the def2-TZVPD basis set.

The geometry in XYZ format:
```
75
Properties=species:S:1:pos:R:3:mulliken_charge:R:1
Pt 1.48 0.74 -0.62 0.9101
O -1.68 -1.93 -1.09 -0.7877
C -0.52 -1.61 -0.86 0.3241
O -0.17 -0.36 -0.89 -0.4248
C 0.48 -2.69 -0.54 -0.4797
C -0.08 -3.90 -0.14 -0.7964
C 0.71 -4.99 0.20 -0.6775
C 2.09 -4.87 0.11 -0.4975
C 2.66 -3.68 -0.29 -0.8418
C 1.87 -2.56 -0.61 1.3330
S 2.79 -1.15 -1.13 -0.6250
H -1.16 -3.97 -0.11 0.4872
H 0.25 -5.92 0.51 0.3982
H 2.73 -5.71 0.36 0.3952
H 3.73 -3.58 -0.34 0.4280
N 0.66 -0.53 -3.92 -0.3158
C 0.11 0.65 -3.62 0.1588
S 1.06 1.92 -3.00 -0.3870
N -1.20 0.86 -3.84 -0.0922
C -2.19 -0.08 -4.22 0.2350
C -3.38 -0.10 -3.51 -0.3430
C -4.38 -0.99 -3.86 -0.6644
C -4.19 -1.87 -4.91 -0.4998
C -3.01 -1.84 -5.64 -0.6061
C -2.01 -0.93 -5.30 -0.0148
H 1.57 -0.70 -3.50 0.2302
H 0.06 -1.33 -4.02 0.2953
H -1.52 1.71 -3.41 0.2831
H -3.51 0.56 -2.66 0.2176
H -5.30 -1.01 -3.29 0.3655
H -4.96 -2.58 -5.18 0.3941
H -2.86 -2.51 -6.47 0.3854
H -1.12 -0.86 -5.91 0.5450
C 5.09 1.41 -0.24 -1.1999
As 3.30 2.14 -0.10 0.7868
C 3.43 3.70 -1.25 -1.3360
C 3.28 2.93 1.66 -1.1160
H 5.83 2.17 -0.03 0.4332
H 5.22 1.02 -1.25 0.3672
H 5.19 0.59 0.47 0.3684
H 4.23 4.36 -0.90 0.4362
H 2.48 4.24 -1.24 0.3791
H 3.63 3.37 -2.26 0.3860
H 4.13 3.60 1.75 0.5050
H 3.35 2.14 2.41 0.3261
H 2.35 3.46 1.81 0.2561
C 1.15 -1.12 2.58 -0.7194
N -0.15 -0.54 2.88 0.9416
C -0.81 -1.20 4.00 -1.4477
P -0.60 0.95 2.33 -0.2025
O 0.48 1.60 1.52 -0.6745
N -2.03 0.94 1.51 0.7645
C -3.04 -0.10 1.67 -0.9497
C -2.20 1.72 0.29 -0.9272
N -0.95 1.77 3.74 0.4416
C 0.16 1.97 4.66 -0.9536
C -1.99 2.77 3.86 -0.9844
H 1.04 -2.19 2.37 0.3228
H 1.83 -1.00 3.43 0.3497
H 1.59 -0.64 1.71 -0.1407
H -1.19 -2.18 3.70 0.2900
H -1.63 -0.59 4.38 0.4590
H -0.09 -1.35 4.81 0.3522
H -2.80 -0.76 2.50 0.2915
H -3.11 -0.70 0.76 0.1773
H -4.02 0.36 1.86 0.3107
H -1.44 2.49 0.22 0.2839
H -3.19 2.21 0.31 0.4072
H -2.13 1.08 -0.59 -0.0422
H 0.95 1.24 4.46 0.1986
H -0.17 1.85 5.70 0.3147
H 0.59 2.97 4.55 0.3398
H -2.76 2.60 3.12 0.2614
H -1.59 3.78 3.72 0.3020
H -2.44 2.72 4.86 0.3091
```

## Properties
Energy relative to the best compared isomer or geometry (same formula, charge and spin) ... 14.3 kcal/mol
HOMO energy ... -6.9 eV
Charge ... 0
HOMO-LUMO gap ... 7.05 eV


# 2
Here is C23H39BrIN10O3SiV as an isolated structure from the Open Molecules 2025 dataset. Energies are from ωB97M-V with the def2-TZVPD basis set.

The geometry in XYZ format:
```
79
Properties=species:S:1:pos:R:3:mulliken_charge:R:1
V -0.16 -0.91 -0.61 0.4548
C -2.80 -2.32 1.34 -1.7074
C -1.79 -1.32 1.90 1.8425
C -2.28 -0.71 3.20 -1.5482
O -1.65 -0.29 0.89 -0.5504
C -0.42 -2.04 2.09 0.5580
O -0.26 -2.71 3.10 -0.7187
O 0.42 -1.87 1.13 -0.6384
H -3.82 -1.95 1.50 0.3862
H -2.69 -3.28 1.83 0.3408
H -2.67 -2.44 0.27 0.2318
H -3.25 -0.24 3.03 0.5016
H -1.59 0.05 3.57 0.0027
H -2.37 -1.49 3.95 0.4094
H -1.21 0.47 1.30 -0.0227
N -0.94 2.31 -1.78 -0.0445
C -1.60 1.26 -2.39 0.3107
N -2.57 1.42 -3.28 -0.5812
N -2.94 0.17 -3.60 -0.6473
N -2.24 -0.69 -2.94 -0.5979
N -1.37 -0.03 -2.14 0.7684
C 0.24 2.18 -1.08 0.4440
N 1.07 3.19 -0.87 -0.8900
N 2.08 2.64 -0.17 -0.4707
N 1.88 1.38 0.01 -0.1698
N 0.70 1.04 -0.55 0.4591
H -1.14 3.22 -2.14 0.2739
I -0.66 -3.82 -1.69 0.1534
C 1.03 -2.88 -2.49 0.4062
C 1.79 -3.47 -3.48 -0.7048
C 2.88 -2.75 -3.94 -0.1265
C 3.16 -1.51 -3.40 -0.8750
C 2.34 -1.01 -2.41 -0.2420
N 1.27 -1.69 -1.97 0.1946
H 1.54 -4.44 -3.88 0.3942
H 3.51 -3.17 -4.72 0.3781
H 4.01 -0.94 -3.73 0.4336
H 2.50 -0.05 -1.95 0.4398
C 2.31 4.75 3.15 -1.7910
C 2.94 3.51 3.81 2.5382
C 3.86 2.89 2.74 -2.0232
C 3.81 3.96 4.99 -1.8531
Si 1.59 2.24 4.38 -0.3547
Br 0.01 2.33 2.76 -0.3919
C 0.61 2.79 5.96 2.4123
C 1.39 2.44 7.24 -1.7687
C 0.33 4.30 5.95 -2.1102
C -0.76 2.10 6.04 -1.8731
C 2.23 0.44 4.48 2.9026
C 1.19 -0.49 5.13 -1.9564
C 3.52 0.35 5.31 -1.8784
C 2.50 -0.12 3.07 -1.9526
H 3.12 5.46 2.92 0.5294
H 1.59 5.26 3.78 0.2958
H 1.83 4.49 2.21 0.2909
H 4.54 3.67 2.39 0.6215
H 3.30 2.54 1.87 0.3673
H 4.47 2.08 3.13 0.3193
H 4.62 4.60 4.60 0.5323
H 4.28 3.12 5.51 0.2944
H 3.26 4.55 5.72 0.2884
H 2.38 2.89 7.26 0.2739
H 1.49 1.37 7.38 0.3269
H 0.84 2.83 8.11 0.5294
H 1.24 4.90 6.03 0.3212
H -0.29 4.54 6.82 0.5831
H -0.21 4.60 5.06 0.3058
H -0.69 1.01 6.07 0.3562
H -1.40 2.38 5.21 0.3294
H -1.26 2.43 6.96 0.5594
H 1.04 -0.27 6.19 0.3967
H 1.54 -1.52 5.04 0.6429
H 0.22 -0.46 4.62 0.0411
H 3.38 0.72 6.33 0.3094
H 4.34 0.91 4.86 0.3040
H 3.82 -0.70 5.37 0.5224
H 1.63 -0.07 2.43 0.0218
H 2.77 -1.17 3.16 0.6224
H 3.31 0.41 2.55 0.2667
```

## Properties
Energy relative to the best compared isomer or geometry (same formula, charge and spin) ... 7.3 kcal/mol
HOMO energy (spin up / spin down) ... -4.5 / -5.2 eV
Charge ... -1
Multiplicity ... 4
HOMO-LUMO gap (spin up / spin down) ... 6.56 / 7.26 eV


# 3
Here is a 14-piece molecular cluster, C23H39Cl26FNO2 overall at a distorted geometry from the Open Molecules 2025 dataset. Energies are from ωB97M-V with the def2-TZVPD basis set.

The geometry in XYZ format:
```
92
Properties=species:S:1:pos:R:3:mulliken_charge:R:1
C 0.33 2.02 -1.85 -1.2502
C 1.33 0.92 -2.25 -0.2894
C 2.80 1.29 -1.97 -0.3606
F 2.90 2.07 -0.84 -0.3557
C 3.62 0.02 -1.73 -0.4460
C 4.13 -0.20 -0.47 0.1246
C 4.88 -1.35 -0.21 1.5336
C 5.48 -1.61 1.14 -0.3944
O 6.26 -0.84 1.61 -0.4444
O 5.08 -2.73 1.81 -0.4564
C 5.07 -2.28 -1.22 -1.2417
C 4.53 -2.01 -2.46 -1.7739
N 3.84 -0.88 -2.72 0.4393
C 3.36 -0.68 -4.11 -1.0997
H -0.67 1.63 -2.07 0.4509
H 0.46 2.92 -2.47 0.3677
H 0.34 2.24 -0.79 0.0132
H 1.10 0.03 -1.66 0.4249
H 1.15 0.65 -3.29 0.3812
H 3.27 1.86 -2.77 0.4675
H 3.99 0.51 0.33 1.0236
H 5.74 -3.43 1.69 0.3723
H 5.61 -3.21 -1.09 0.5737
H 4.70 -2.71 -3.25 1.4205
H 2.89 0.28 -4.26 0.4887
H 4.24 -0.74 -4.76 0.3172
H 2.73 -1.52 -4.37 0.3699
C 2.40 0.73 2.68 -0.0921
Cl 1.38 1.34 3.98 -0.1222
Cl 1.68 -0.67 1.87 -0.1442
H 2.53 1.53 1.95 0.1923
H 3.36 0.44 3.10 0.2498
C -1.56 3.89 1.42 0.0746
Cl -1.58 4.84 -0.07 -0.1513
Cl -1.16 2.19 1.11 -0.1694
H -0.81 4.30 2.09 0.3013
H -2.54 3.94 1.88 -0.0477
C -5.78 4.75 0.94 0.1494
Cl -7.08 5.94 0.87 -0.1699
Cl -4.55 5.21 2.13 -0.2090
H -6.20 3.79 1.22 -0.0943
H -5.31 4.68 -0.03 0.3125
C -10.53 5.63 2.19 0.3600
Cl -11.65 4.80 1.10 -0.1581
Cl -10.67 5.04 3.84 -0.1495
H -9.52 5.45 1.85 -0.3849
H -10.75 6.69 2.18 0.3508
C 4.42 2.53 6.70 -0.2913
Cl 5.04 2.29 5.05 -0.1295
Cl 2.85 3.33 6.70 -0.1361
H 4.32 1.57 7.18 0.2541
H 5.13 3.15 7.25 0.3106
C -8.51 1.92 4.16 -0.4818
Cl -8.50 2.85 2.66 0.0081
Cl -8.11 0.23 3.86 -0.1433
H -7.77 2.34 4.84 0.3720
H -9.50 1.97 4.60 0.2519
C -9.13 2.46 -1.21 -0.1902
Cl -7.57 2.26 -0.39 -0.1461
Cl -9.40 1.19 -2.40 -0.1533
H -9.92 2.42 -0.47 0.1800
H -9.13 3.42 -1.71 0.3093
C 8.37 -1.64 -3.73 -0.4156
Cl 7.35 -1.49 -2.29 0.0543
Cl 7.93 -3.07 -4.67 -0.1446
H 8.24 -0.76 -4.35 0.3566
H 9.41 -1.73 -3.42 0.2361
C 10.54 -2.78 0.36 -0.4157
Cl 8.80 -2.49 0.25 -0.0322
Cl 11.30 -2.84 -1.23 -0.1292
H 10.99 -1.98 0.94 0.3426
H 10.70 -3.74 0.86 0.2419
C 1.87 -5.03 -4.15 -0.3948
Cl 2.75 -3.76 -3.25 0.0349
Cl 1.72 -6.50 -3.20 -0.1297
H 0.88 -4.65 -4.39 0.3218
H 2.42 -5.24 -5.06 0.2968
C -11.90 -1.49 3.90 -0.3182
Cl -11.74 0.20 3.40 -0.1112
Cl -11.16 -2.58 2.73 -0.1316
H -11.41 -1.61 4.86 0.2433
H -12.96 -1.72 3.98 0.3258
C 10.24 -6.75 -1.91 -0.3735
Cl 8.90 -5.63 -2.19 -0.0675
Cl 11.33 -6.17 -0.65 -0.1455
H 9.84 -7.71 -1.61 0.3074
H 10.81 -6.86 -2.84 0.2901
C -7.95 -2.44 -2.34 -0.1863
Cl -8.80 -2.26 -0.80 -0.0927
Cl -8.54 -3.82 -3.27 -0.1635
H -8.09 -1.54 -2.92 0.1560
H -6.89 -2.59 -2.13 0.2752
```

## Properties
HOMO energy ... -11.7 eV
Charge ... +1
HOMO-LUMO gap ... 7.86 eV


Number 1: E -4892.27214 Eh. Number 2: E -5778.54909 Eh. Number 3: E -13169.57812 Eh.